8
Properties=species:S:1:pos:R:3:mulliken_charge:R:1 method="wB97M-V/def2-TZVPD" gap_ev="9.1081 / 8.1546" lumo_energy_ev="-1.664 / -2.136" max_force_ev_per_a=5.1 spin_multiplicity=1 de_lowest_ev=6.627 total_charge=0
C 2.0036 0.0874 0.2342 0.016
N 2.6811 0.8211 -0.2905 -0.343
N -1.4724 0.2258 0.2931 -0.402
N -0.6029 -0.5599 -0.4972 0.111
O 0.3383 -1.2062 0.0880 -0.244
H -1.0291 1.1419 0.3931 0.275
H -1.6722 -0.2006 1.1616 0.282
H -0.2464 -0.3094 -1.3823 0.304

---

34
Properties=species:S:1:pos:R:3:mulliken_charge:R:1 method="wB97M-V/def2-TZVPD" gap_ev=10.0003 lumo_energy_ev=0.310 max_force_ev_per_a=10.8 spin_multiplicity=1 smiles="C=CCCC(N)=O.O.O.O.O.O.O" de_lowest_ev=3.964 total_charge=0
C -0.6326 1.2786 -1.3211 -1.797
C 0.3150 0.4794 -0.8588 0.314
C -0.0126 -0.2352 0.4192 0.711
C -1.1145 -1.3257 0.3110 -0.281
C -0.7171 -2.1512 -0.9371 0.377
N 0.5055 -2.8851 -0.7779 -0.341
O -1.2338 -2.0213 -1.9880 -0.561
H -0.4267 1.8693 -2.1246 0.308
H -1.6589 1.4607 -0.8844 0.507
H 1.3683 0.2884 -1.2578 0.601
H 0.8082 -0.6729 0.9866 -1.136
H -0.4964 0.4558 1.2364 0.469
H -0.9268 -1.9801 1.2483 0.367
H -2.1575 -0.9504 0.2370 0.208
H 0.9885 -2.6720 -0.0927 0.096
H 0.8550 -3.4997 -1.4750 0.225
O 3.4348 2.3432 0.0060 -0.669
H 2.8720 1.6785 -0.2066 0.269
H 2.8505 3.0656 0.2854 0.382
O 1.0541 -0.7911 3.3110 -0.631
H 1.4522 -1.0634 2.5003 0.289
H 0.1720 -1.0920 3.0839 0.358
O 0.9575 3.0284 0.6258 -0.718
H -0.0677 3.1696 0.4235 0.341
H 0.8693 2.3055 1.2054 0.351
O -3.5401 -0.0370 -2.1431 -0.762
H -3.0328 -0.9106 -2.3492 0.381
H -2.8197 0.5900 -2.3961 0.355
O -3.0029 0.8193 0.5069 -0.646
H -3.4756 0.5340 -0.3356 0.370
H -3.7396 0.8239 1.1316 0.244
O 3.1849 -0.7632 0.6107 -0.538
H 3.8483 -1.3791 0.5618 0.259
H 3.5192 0.2397 0.4573 0.299

---

24
Properties=species:S:1:pos:R:3:mulliken_charge:R:1 method="wB97M-V/def2-TZVPD" gap_ev=7.8898 lumo_energy_ev=-0.409 max_force_ev_per_a=2.5 spin_multiplicity=1 de_lowest_ev=4.996 total_charge=0
O -1.0670 -2.6958 3.1048 -0.334
N -2.0397 -2.6420 3.8806 -0.173
C -2.5173 -1.5079 4.4122 -0.306
C -2.5330 -0.2462 3.8396 0.041
N -2.0108 0.0985 2.6637 -0.420
C -0.8702 -0.1568 2.1643 0.196
O -0.6725 -0.0291 0.8750 -0.319
C 0.6291 -0.3611 0.3888 -0.660
C 0.7637 0.1055 -1.0345 0.590
C 1.7638 0.9960 -1.3992 -0.483
C 1.9002 1.3870 -2.7198 -0.556
C 1.0269 0.9081 -3.6811 -0.416
C 0.0155 0.0342 -3.3180 -0.466
C -0.1126 -0.3713 -2.0024 -0.361
H -3.1969 -1.6948 5.2344 0.344
H -3.2461 0.4779 4.2215 0.364
H 0.0040 -0.4180 2.7796 0.342
H 0.7436 -1.4526 0.4404 0.333
H 1.3959 0.1005 1.0227 0.480
H 2.4409 1.3834 -0.6507 0.292
H 2.6906 2.0675 -2.9988 0.377
H 1.1320 1.2175 -4.7098 0.375
H -0.6701 -0.3390 -4.0638 0.374
H -0.8984 -1.0537 -1.7160 0.385

---

132
Properties=species:S:1:pos:R:3:lowdin_spin:R:1 method="wB97M-V/def2-TZVPD" gap_ev="8.2132 / 8.0144" lumo_energy_ev="-7.088 / -7.282" max_force_ev_per_a=7.6 spin_multiplicity=6 total_charge=+3
Mn -3.3686 -3.2973 1.3682 4.780
Ca -0.1627 -0.5297 0.1760 0.002
N -0.1269 -3.8629 0.6718 0.004
O -1.3770 -3.9440 0.5026 0.041
O 0.4001 -2.7364 0.6749 0.002
O 0.5784 -4.8415 0.7741 0.010
B -2.4573 -1.2325 1.0822 0.049
H -2.0393 -1.9685 1.7514 0.011
H -2.3380 -1.5861 0.0698 0.010
H -3.5169 -1.2018 1.2834 0.013
H -1.9207 -0.3250 1.3118 0.006
C 5.0647 -2.1159 8.6328 0.000
C 3.5405 -2.2977 8.7380 0.000
N 2.9077 -1.8414 7.4928 0.000
C 3.0465 -0.6892 6.8170 0.000
C 2.2492 -0.6957 5.6729 0.000
N 1.6061 -1.8934 5.5499 0.000
C 1.9708 -2.5753 6.7108 0.000
C 0.9014 -2.3685 4.4621 0.000
H 5.4936 -2.9798 8.1250 0.000
H 5.5227 -2.1913 9.6190 0.000
H 5.3449 -1.1977 8.1165 0.000
H 3.1486 -1.7825 9.6150 0.000
H 3.4098 -3.3786 8.7899 0.000
H 3.5900 0.1140 7.2924 0.000
H 2.1612 0.0474 4.8942 0.000
H 1.6158 -3.5346 7.0573 0.000
H 1.5545 -2.0904 3.6349 0.000
H -0.1021 -1.9518 4.3758 0.000
H 0.9817 -3.4556 4.4618 0.000
C -5.1036 3.2883 -0.5952 0.000
C -6.1859 2.4925 0.2900 0.000
N -5.6292 2.3120 1.6122 0.000
C -5.9510 2.9689 2.8108 0.000
C -5.1510 2.5904 3.8817 0.000
N -4.2945 1.6330 3.3144 0.000
C -4.6722 1.4244 1.9776 0.001
C -3.2494 0.8880 4.0151 0.000
H -5.4702 3.7623 -1.5057 0.000
H -4.3857 2.6281 -1.0819 0.000
H -4.6640 4.1586 -0.1080 0.000
H -6.2240 1.5274 -0.2153 0.000
H -7.1456 2.9916 0.1560 0.000
H -6.6691 3.7736 2.7557 0.000
H -5.1562 2.8349 4.9336 0.000
H -4.1404 0.7517 1.3210 0.001
H -3.6353 -0.1246 4.1325 0.000
H -3.0470 1.5125 4.8853 0.000
H -2.3317 0.9431 3.4295 0.000
C 6.8876 -2.6490 -1.2884 0.000
N 5.7705 -1.6157 -1.1888 0.000
C 6.3723 -0.2223 -1.5194 0.000
C 4.6538 -1.7376 -2.2685 0.000
C 5.1762 -1.4185 0.2701 0.000
C 4.3298 -2.6179 0.8032 0.000
O 4.9663 -3.8578 0.8228 0.000
H 6.6474 -3.7080 -1.1937 0.000
H 7.6853 -2.3790 -0.5964 0.000
H 7.2724 -2.5289 -2.3011 0.000
H 6.7400 -0.2083 -2.5454 0.000
H 7.1983 -0.0637 -0.8262 0.000
H 5.5810 0.5269 -1.5468 0.000
H 4.1682 -2.7012 -2.1139 0.000
H 5.1213 -1.8032 -3.2510 0.000
H 3.8502 -1.0049 -2.1946 0.000
H 4.5946 -0.4982 0.2160 0.000
H 5.9938 -1.1731 0.9478 0.000
H 3.3090 -2.5838 0.4227 0.000
H 4.0981 -2.4935 1.8610 0.000
H 4.6953 -4.3768 1.5835 0.000
C 1.4159 3.2039 -4.2820 0.000
N 2.6795 3.6323 -3.4403 0.000
C 3.1434 5.0439 -3.9446 0.000
C 2.1419 3.5754 -1.9388 0.000
C 3.8034 2.6138 -3.6898 0.000
C 5.1926 3.0326 -3.3051 0.000
O 5.2287 3.3462 -1.9308 0.000
H 1.6761 3.4734 -5.3056 0.000
H 0.5665 3.7520 -3.8743 0.000
H 1.2730 2.1238 -4.2497 0.000
H 3.5858 4.8077 -4.9124 0.000
H 3.8726 5.5057 -3.2789 0.000
H 2.3137 5.7002 -4.2071 0.000
H 1.3957 4.3692 -1.9063 0.000
H 2.9361 3.8640 -1.2502 0.000
H 1.6615 2.6688 -1.5707 0.000
H 3.7360 2.4713 -4.7683 0.000
H 3.5456 1.6236 -3.3139 0.000
H 5.6355 3.8982 -3.7977 0.000
H 6.0200 2.3423 -3.4694 0.000
H 5.8489 4.0790 -1.9204 0.000
C -4.7901 -1.6024 -4.3558 0.000
N -4.6825 -0.2239 -3.7763 0.000
C -4.5538 -0.4843 -2.2264 0.000
C -3.3081 0.4151 -4.2814 0.000
C -5.7959 0.7880 -4.2536 0.000
C -7.2158 0.4329 -3.8193 0.000
O -7.3173 0.7779 -2.4370 0.000
H -5.0495 -1.5583 -5.4136 0.000
H -5.5311 -2.2884 -3.9455 0.000
H -3.8300 -2.1032 -4.2308 0.000
H -3.6700 -1.1000 -2.0594 0.000
H -5.4537 -0.9397 -1.8128 0.000
H -4.2745 0.5101 -1.8781 0.000
H -3.1506 0.4619 -5.3589 0.000
H -2.4712 -0.1856 -3.9252 0.000
H -3.1460 1.4592 -4.0134 0.000
H -5.8689 0.8679 -5.3382 0.000
H -5.5188 1.7286 -3.7775 0.000
H -7.5213 -0.6056 -3.9468 0.000
H -8.0114 1.0063 -4.2948 0.000
H -8.1157 1.2970 -2.3153 0.000
B -4.2883 -4.4312 -1.1961 0.004
F -5.6035 -4.4284 -1.7198 0.001
F -3.4100 -4.7341 -2.1804 0.001
F -4.0472 -3.3162 -0.5304 0.047
F -4.1933 -5.3701 -0.1884 0.010
B 0.1306 -0.9024 -2.5966 0.000
F 0.2179 -2.0554 -3.3506 0.000
F 0.1900 0.2066 -3.2963 0.000
F -1.0324 -0.9377 -1.8496 0.001
F 1.1094 -0.9339 -1.6540 0.000
B 1.9156 0.3558 1.6688 0.000
F 2.0924 -0.2377 0.4684 0.000
F 2.8841 0.1513 2.5632 0.000
F 1.7421 1.7014 1.4519 0.000
F 0.7044 -0.1299 2.1947 0.000
B -1.2519 2.1195 -0.3899 0.000
F -1.2948 2.0015 0.9821 0.000
F -0.1755 1.4893 -0.7962 0.000
F -2.3186 1.4417 -0.8062 0.000
F -1.4515 3.3906 -0.7844 0.000

---

DFT total energy for every record listed, in sequence, given in eV: -7596.9756 -21345.6627 -17603.5457 -149924.4794.